Here is 2 unconnected molecules or ions with the total composition C10H20Cl2FNO2S at a distorted geometry from the Open Molecules 2025 dataset. Energies are from ωB97M-V/def2-TZVPD.

The geometry in XYZ format:
```
37
C10H20Cl2FNO2S, DFT ωB97M-V/def2-TZVPD
C 1.52 2.24 1.18
C 1.49 0.92 0.81
C 0.39 0.00 1.34
N -0.76 -0.27 0.41
C -1.74 -1.29 0.90
C -1.75 -1.41 2.42
C -3.15 -0.89 0.42
C -3.57 0.54 0.75
C -3.10 1.60 -0.27
S -0.23 -0.62 -1.10
O -1.10 -1.55 -1.74
O 0.09 0.57 -1.81
F 1.11 -1.41 -0.85
H 0.70 2.89 0.88
H 2.33 2.62 1.79
H 2.20 0.49 0.12
H 0.02 0.49 2.23
H 0.92 -0.91 1.58
H -1.56 -2.29 0.49
H -0.82 -1.82 2.80
H -2.53 -2.11 2.69
H -1.96 -0.47 2.92
H -3.83 -1.56 0.96
H -3.29 -1.11 -0.64
H -3.29 0.82 1.77
H -4.66 0.55 0.73
H -3.87 2.33 -0.49
H -2.26 2.15 0.14
H -2.72 1.11 -1.16
Cl 4.44 1.90 -2.23
C 4.23 0.29 -2.96
C 4.46 -0.83 -1.97
Cl 6.16 -0.94 -1.47
H 4.91 0.21 -3.80
H 3.20 0.24 -3.33
H 4.19 -1.78 -2.43
H 3.85 -0.70 -1.08
```

Results
2S+1: 1
Structure (SMILES): C=CCN([C@@H](C)CCC)S(=O)(=O)F.ClCCCl
Orbital gap in eV: 8.4
LUMO energy in Ha: -0.00345


Here is a molecular structure, C10H20Cl2O3PW at a distorted geometry from the Open Molecules 2025 dataset. Energies are from ωB97M-V/def2-TZVPD.

The geometry in XYZ format:
```
37
C10H20Cl2O3PW, DFT ωB97M-V/def2-TZVPD
C -1.76 -1.08 -4.45
C -1.27 -1.31 -3.10
H -1.34 -1.83 -5.10
H -1.24 -0.16 -4.76
H -2.86 -1.13 -4.56
O -0.96 -2.39 -2.56
Cl -4.75 2.04 -1.73
W -2.83 0.78 -1.76
P -2.27 -0.63 -0.12
C -0.92 -1.75 0.34
C -2.66 -0.18 1.57
H -4.15 -0.66 -1.76
H -4.55 -1.25 -0.14
H -3.59 -2.27 -1.32
C -3.77 -1.28 -0.89
H -3.55 0.44 1.59
H -2.83 -1.10 2.14
H -1.28 -2.55 0.99
H -0.10 -1.23 0.86
H -1.86 0.40 2.01
H -0.37 -2.22 -0.46
C -0.90 0.03 -2.42
O 0.28 0.45 -2.49
Cl -1.85 2.54 -0.48
C 2.03 1.44 3.82
C 2.14 2.39 2.60
C 1.34 1.70 1.48
O 0.67 0.55 2.02
C 1.14 0.27 3.36
H 3.00 1.09 4.16
H 1.56 1.96 4.66
H 3.18 2.51 2.30
H 1.73 3.37 2.81
H 0.59 2.37 1.05
H 2.00 1.36 0.65
H 1.72 -0.68 3.35
H 0.28 0.13 4.02
```

Results
2S+1: 3
Orbital gap (spin up / spin down) in eV: 7.0 / 5.9
<S²>: 2.36
Total charge: +3
LUMO energy (spin up / spin down) in Ha: -0.48967 / -0.52675
Energy above the lowest of the compared OMol25 structures with the same formula, charge and spin in kcal per mole: 21.5


Here is a molecular structure, C10H20GdN2OP at a distorted geometry from the Open Molecules 2025 dataset. Energies are from ωB97M-V/def2-TZVPD.

The geometry in XYZ format:
```
35
C10H20GdN2OP, DFT ωB97M-V/def2-TZVPD
C -0.39 0.13 -2.20
C -1.21 1.13 -1.59
C -0.32 2.02 -0.90
C 1.05 1.65 -1.21
C 1.01 0.48 -2.01
Gd 0.00 0.00 0.00
P -0.05 -2.18 0.38
H -0.75 -0.71 -2.80
H -2.30 1.19 -1.62
H -0.62 2.90 -0.33
H 1.87 -0.06 -2.41
H 1.94 2.17 -0.88
H 1.02 -3.04 -0.03
H -1.09 -3.00 -0.16
H -0.14 -2.66 1.72
C -1.95 -0.09 2.59
N -0.91 -0.28 3.61
C -1.41 -0.53 4.96
C 0.43 -0.06 3.27
O 0.65 0.42 2.14
N 1.51 -0.15 4.15
C 1.56 -0.43 5.58
C 2.84 -0.08 3.54
H -2.98 -0.16 2.99
H -1.88 -0.87 1.82
H -1.86 0.91 2.12
H -1.03 -1.50 5.35
H -1.19 0.35 5.60
H -2.52 -0.61 5.01
H 2.07 -1.39 5.77
H 2.14 0.38 6.09
H 0.63 -0.46 6.15
H 2.94 -0.90 2.80
H 2.99 0.90 3.03
H 3.66 -0.22 4.28
```

Results
2S+1: 8
Orbital gap (spin up / spin down) in eV: 4.3 / 4.5
<S²>: 16.81
LUMO energy (spin up / spin down) in Ha: 0.01148 / 0.01431
Energy above the lowest of the compared OMol25 structures with the same formula, charge and spin in kcal per mole: 106.2


Number 1: E_tot -54873.930 eV. Number 2: E_tot -52959.761 eV. Number 3: E_tot -45836.375 eV.